Entry 1:
92
Properties=species:S:1:pos:R:3:lowdin_charge:R:1 method="wB97M-V/def2-TZVPD" de_lowest_kj_mol=0.00 homo_lumo_gap_ev=8.8 fmax_ha_per_bohr=0.0069 smiles="C[C@@H](O)CNCCO[Si](S)(S)[C@@H](C)F.CCOS(C)(=O)=O.CCOS(C)(=O)=O.CCOS(C)(=O)=O.CCOS(C)(=O)=O"
C 0.72383 2.97664 0.87345 -0.0574
C 2.04740 2.25879 0.71589 -0.4326
O 3.14361 3.17446 0.78355 -0.0411
C 2.26337 1.21249 1.79363 -0.1874
N 3.29740 0.25765 1.41834 -0.0488
C 3.49510 -0.77186 2.42118 -0.2007
C 4.28965 -0.24748 3.61344 -0.2405
O 5.03033 -1.33006 4.18800 -0.2748
Si 5.75926 -1.21782 5.65026 -0.1164
S 6.61668 -3.10108 6.10809 0.5124
S 4.33075 -0.91372 7.20978 0.5082
C 7.06902 0.14839 5.62864 -0.4359
C 6.54055 1.58140 5.60851 -0.0753
F 7.88531 -0.03447 6.77272 -0.1071
H 0.70894 3.52591 1.81891 0.0884
H -0.11184 2.27905 0.85454 0.0780
H 0.57650 3.68546 0.05672 0.0723
H 2.07824 1.75447 -0.26107 0.1275
H 2.92940 3.95029 0.24477 0.0888
H 1.30491 0.72486 2.03068 0.1161
H 2.59425 1.73808 2.69607 0.1287
H 3.05107 -0.17518 0.53612 0.1120
H 2.53573 -1.17334 2.77950 0.0973
H 4.06023 -1.60131 1.99355 0.1286
H 4.95626 0.54657 3.26651 0.1247
H 3.61729 0.16439 4.37598 0.0958
H 7.86582 -2.66903 5.88525 -0.1830
H 3.97926 0.32884 6.84697 -0.1941
H 7.72678 -0.03103 4.77085 0.1148
H 6.93163 2.15607 4.77120 0.0805
H 5.45088 1.63834 5.56852 0.0487
H 6.85992 2.06247 6.53332 0.0880
C 1.06011 3.54328 -5.19965 -0.0621
C -0.31750 3.13207 -4.73438 -0.2355
O -0.40218 1.71233 -4.41486 -0.2629
S 0.20444 1.24466 -3.03107 0.5551
C -0.58520 -0.32229 -2.93869 -0.1162
O -0.28516 2.10043 -1.99064 -0.2776
O 1.61764 1.05583 -3.14824 -0.2737
H 1.79341 3.48232 -4.39705 0.0740
H 1.00950 4.57190 -5.55772 0.0839
H 1.39237 2.90652 -6.01923 0.0876
H -0.64224 3.70160 -3.86384 0.1176
H -1.04502 3.26797 -5.52912 0.0899
H -1.65883 -0.17056 -2.87476 0.0743
H -0.20917 -0.80140 -2.03670 0.0764
H -0.31401 -0.89902 -3.81884 0.0755
C -2.54544 7.43979 -9.23569 -0.0702
C -3.89321 6.93470 -8.77561 -0.2384
O -3.88892 5.50095 -8.51834 -0.2647
S -3.24632 5.01092 -7.15810 0.5553
C -3.93839 3.39547 -7.13830 -0.1159
O -3.77562 5.79242 -6.08189 -0.2716
O -1.82382 4.91102 -7.29773 -0.2830
H -1.80183 7.37740 -8.44335 0.0740
H -2.64512 8.48284 -9.53843 0.0831
H -2.19024 6.86207 -10.08856 0.0857
H -4.23731 7.43975 -7.87324 0.1126
H -4.65122 7.04818 -9.54700 0.1219
H -5.01825 3.47895 -7.05655 0.0772
H -3.52414 2.89338 -6.26606 0.0704
H -3.64555 2.88154 -8.04978 0.0783
C 0.94988 -1.84827 5.19176 -0.0713
C 0.48217 -3.02400 4.36614 -0.2359
O -0.88741 -2.86942 3.89769 -0.2604
S -1.11208 -1.92669 2.64319 0.5538
C -2.71270 -2.49198 2.20448 -0.1256
O -0.16281 -2.27722 1.62428 -0.2915
O -1.18052 -0.55974 3.06214 -0.2814
H 1.00491 -0.93697 4.59643 0.0626
H 1.94370 -2.06240 5.58750 0.0548
H 0.27062 -1.66971 6.02537 0.0885
H 1.11537 -3.19346 3.49563 0.1054
H 0.45453 -3.94034 4.95149 0.1227
H -2.65962 -3.53903 1.92150 0.0536
H -3.03828 -1.88018 1.36587 0.0813
H -3.37613 -2.35513 3.05379 0.0795
C -2.97488 -6.92911 -0.10080 -0.0692
C -4.20967 -7.74147 0.21477 -0.2389
O -4.73124 -7.46321 1.54498 -0.2637
S -5.55931 -6.12763 1.73641 0.5647
C -6.34504 -6.55110 3.24869 -0.1188
O -6.52387 -6.01933 0.68419 -0.2713
O -4.66463 -5.03157 1.95984 -0.2838
H -3.20613 -5.86942 -0.19451 0.0721
H -2.55529 -7.27754 -1.04525 0.0834
H -2.22409 -7.05234 0.67934 0.0865
H -5.00958 -7.57227 -0.50583 0.1125
H -3.99264 -8.80648 0.24870 0.1224
H -6.99804 -7.40166 3.07622 0.0766
H -6.91848 -5.67730 3.55046 0.0782
H -5.57906 -6.77825 3.98507 0.0769



Entry 2:
81
Properties=species:S:1:pos:R:3:lowdin_charge:R:1 method="wB97M-V/def2-TZVPD" de_lowest_kj_mol=0.00 homo_lumo_gap_ev="7.4 / 7.4" total_charge=+1 fmax_ha_per_bohr=0.0051
Ir 0.85069 -0.27755 0.54185 0.7455
N 1.24205 -0.95602 2.52530 -0.0867
C 1.71524 -2.32062 2.88158 -0.1969
C 3.12946 -2.56479 2.35137 -0.1729
C 3.19712 -3.45771 1.11322 -0.1784
C 2.27018 -3.05457 -0.02646 -0.2087
N 2.30602 -1.58975 -0.28653 -0.0837
H 1.88052 -0.27721 2.93953 0.1013
H 0.34614 -0.78293 2.97841 0.1012
H 1.00502 -3.03770 2.46263 0.1072
H 1.68032 -2.42482 3.96671 0.1253
H 3.74613 -3.00702 3.13345 0.1210
H 3.58913 -1.59188 2.14160 0.0998
H 2.94447 -4.48327 1.39117 0.1245
H 4.22894 -3.48528 0.75455 0.1209
H 1.23624 -3.32671 0.19056 0.0948
H 2.55416 -3.58657 -0.93496 0.1271
H 2.16323 -1.41476 -1.27693 0.0962
H 3.23684 -1.21826 -0.10182 0.0918
C -3.93747 2.80853 -2.57300 -0.2141
Si -4.37395 1.69960 -1.12816 0.3109
C -6.02789 0.86732 -1.42364 -0.2074
C -4.42797 2.71038 0.44905 -0.2147
Si -2.71769 0.03746 -0.93063 0.1389
Te -0.66811 1.45190 -0.33777 0.6767
Si -2.10555 -0.99128 -2.95532 0.3237
C -0.74270 -2.23978 -2.60529 -0.2162
C -3.59572 -1.85426 -3.69412 -0.2079
C -1.44684 0.30518 -4.13425 -0.2119
Si -3.05092 -1.41616 0.87393 0.3231
C -3.00666 -0.43786 2.47746 -0.2182
C -1.64733 -2.67686 0.93027 -0.2173
C -4.67163 -2.33604 0.70605 -0.2038
H -4.62918 3.65391 -2.61170 0.0387
H -4.01204 2.27518 -3.52219 0.0216
H -2.92547 3.20988 -2.48738 0.0251
H -6.80938 1.62045 -1.55331 0.0389
H -6.31732 0.23375 -0.58310 0.0171
H -6.01224 0.24659 -2.32158 0.0236
H -5.12566 3.54288 0.32697 0.0386
H -3.44982 3.13105 0.69225 0.0155
H -4.76373 2.11822 1.30196 0.0209
H -1.11612 -3.09968 -2.04742 0.0192
H 0.06491 -1.77540 -2.03157 -0.0182
H -0.32139 -2.60954 -3.54361 0.0410
H -4.00521 -2.60546 -3.01541 0.0261
H -3.32725 -2.35741 -4.62612 0.0376
H -4.39002 -1.14005 -3.92050 0.0248
H -0.60765 0.85521 -3.70327 0.0172
H -2.21451 1.02803 -4.41297 0.0192
H -1.09396 -0.17792 -5.04933 0.0387
H -2.15342 0.24536 2.50328 0.0015
H -2.95659 -1.10034 3.34621 0.0357
H -3.90463 0.17381 2.58583 0.0248
H -0.67179 -2.16911 0.86960 -0.0384
H -1.69291 -3.37692 0.09612 0.0258
H -1.67063 -3.25076 1.86044 0.0440
H -5.51569 -1.64488 0.68069 0.0198
H -4.81800 -3.00818 1.55523 0.0390
H -4.70371 -2.93647 -0.20511 0.0297
C 3.70063 3.30889 -0.90062 0.0019
C 4.17421 2.23522 0.06699 -0.4613
C 5.63902 1.92206 -0.15429 0.0022
O 3.38834 1.03614 -0.22201 0.0495
B 2.29900 1.06885 0.62520 -0.9696
O 2.42357 2.00390 1.62125 0.0648
C 3.78232 2.53011 1.54613 -0.4640
C 3.75366 3.99881 1.91430 0.0053
C 4.61045 1.74157 2.55075 -0.0037
H 3.83455 2.94866 -1.92017 0.1011
H 4.27380 4.22837 -0.78281 0.0997
H 2.64364 3.53693 -0.75297 0.0971
H 5.81734 1.73018 -1.21204 0.0972
H 5.95609 1.04906 0.41349 0.0859
H 6.25757 2.77130 0.14134 0.1033
H 3.04092 4.54799 1.30341 0.0912
H 4.74182 4.44491 1.78807 0.1030
H 3.46467 4.10805 2.95935 0.0979
H 4.64188 0.68002 2.29111 0.0818
H 4.16278 1.84832 3.53908 0.0991
H 5.63564 2.10772 2.60064 0.0993



Entry 3:
102
Properties=species:S:1:pos:R:3:lowdin_charge:R:1 method="wB97M-V/def2-TZVPD" homo_lumo_gap_ev=7.5 fmax_ha_per_bohr=0.1725
N 7.51601 -7.14722 -0.81997 0.1151
C 6.94908 -6.14782 -1.31870 -0.2466
C 7.72020 -5.32888 -2.35323 -0.0952
C 8.94924 -4.59112 -1.79953 -0.4427
O 9.58833 -5.03670 -0.59556 -0.2345
S 10.90170 -4.02755 -0.56733 0.5923
O 11.32714 -3.63351 0.71330 -0.2209
O 11.89344 -4.75302 -1.27030 -0.2155
O 10.31506 -2.76581 -1.47072 -0.2475
C 8.93168 -3.07017 -1.66874 -0.5847
I 8.00173 -2.62275 0.28654 0.9400
H 6.85929 -7.57127 -0.16138 0.0600
H 5.92407 -5.87724 -1.02981 0.1137
H 7.02936 -4.60581 -2.80126 0.1189
H 8.08801 -6.04336 -3.09525 0.1252
H 9.74792 -4.76983 -2.54773 0.1468
H 8.37769 -2.47661 -2.38993 0.1052
C 5.81976 2.12356 2.10082 -0.1177
O 4.54046 1.49458 2.08170 -0.2612
P 4.32740 0.16012 1.08130 0.6676
O 4.99120 0.79718 -0.11971 -0.2766
O 2.71907 0.38658 1.09146 -0.2918
C 2.19517 1.68464 0.81125 -0.0925
O 4.15967 -1.34360 0.36613 -0.3121
C 3.37545 -1.42429 -0.81504 -0.1134
H 5.87953 2.73844 2.99897 0.0875
H 6.62283 1.38915 2.11860 0.0847
H 5.92585 2.77256 1.23274 0.0836
H 2.86130 2.25597 0.16357 0.0922
H 2.03099 2.22779 1.74137 0.0877
H 1.23700 1.55854 0.30629 0.0880
H 3.59101 -0.60595 -1.50097 0.0891
H 2.31380 -1.43191 -0.56769 0.0712
H 3.62459 -2.36719 -1.30205 0.0900
C 4.19710 6.05709 2.01630 -0.1106
O 3.05666 5.47949 2.65363 -0.2570
P 1.81146 6.50070 3.10856 0.6216
O 2.62726 7.59785 3.73254 -0.2650
O 1.28611 5.40552 4.18336 -0.2726
C 2.19204 4.89605 5.15779 -0.1004
O 0.33086 7.24810 3.06201 -0.2747
C -0.23051 7.66335 4.29971 -0.1175
H 4.74287 5.25763 1.51517 0.0765
H 3.90169 6.80332 1.28168 0.0867
H 4.85370 6.50507 2.76068 0.0910
H 2.97630 5.61635 5.39466 0.0887
H 2.63890 3.96878 4.80018 0.0808
H 1.62645 4.68399 6.06425 0.0906
H 0.51013 8.13814 4.94236 0.0864
H -0.68112 6.81449 4.81447 0.0857
H -1.01269 8.38597 4.07074 0.0913
C -4.42860 -1.11147 -1.81649 -0.1026
O -4.07598 -1.65933 -0.55002 -0.2567
P -2.69736 -1.06220 0.20659 0.6581
O -1.86035 -1.14901 -1.05442 -0.2715
O -2.55590 -2.40363 1.10659 -0.2627
C -2.64558 -3.67912 0.47550 -0.0920
O -1.46004 -0.30455 1.07220 -0.3187
C -0.23295 -1.00668 1.21352 -0.0985
H -5.47252 -1.35821 -2.01283 0.0807
H -4.30646 -0.02841 -1.82045 0.0806
H -3.82019 -1.55966 -2.59992 0.0925
H -2.32009 -3.63675 -0.56470 0.0914
H -3.66879 -4.04866 0.52585 0.0796
H -1.99826 -4.36743 1.01821 0.0926
H 0.07782 -1.48035 0.28317 0.0811
H -0.31541 -1.75667 2.00104 0.0929
H 0.52390 -0.28510 1.50765 0.0672
C -2.77062 1.98665 0.31950 -0.1342
O -3.07280 2.91677 -0.72062 -0.2372
P -3.42878 4.49132 -0.27969 0.6288
O -4.36424 4.20566 0.86186 -0.2650
O -4.19685 4.73042 -1.68807 -0.2689
C -5.23773 3.83837 -2.07280 -0.1032
O -3.21112 6.12126 -0.05747 -0.2742
C -4.36479 6.94826 -0.11885 -0.1186
H -2.26233 1.13291 -0.13245 0.0369
H -2.11797 2.42785 1.06800 0.0984
H -3.69801 1.63929 0.78709 0.0964
H -5.73225 3.39775 -1.20567 0.0876
H -4.83454 3.05000 -2.70782 0.0816
H -5.97232 4.40491 -2.64380 0.0899
H -5.20524 6.51331 0.42097 0.0865
H -4.64373 7.13220 -1.15673 0.0849
H -4.10309 7.89871 0.34448 0.0911
C -8.14849 -7.00417 -4.14886 -0.1144
O -7.92487 -5.60314 -3.97920 -0.2496
P -7.50366 -5.05839 -2.45537 0.6230
O -8.50562 -5.83180 -1.64561 -0.2643
O -8.00557 -3.56227 -2.83178 -0.2758
C -9.33104 -3.37555 -3.32079 -0.1006
O -6.54314 -4.48337 -1.22842 -0.2807
C -7.16059 -3.66090 -0.24825 -0.1194
H -8.09492 -7.22482 -5.21436 0.0869
H -7.39859 -7.59214 -3.62371 0.0849
H -9.14329 -7.26396 -3.79053 0.0893
H -10.01034 -4.14252 -2.94671 0.0887
H -9.32910 -3.38436 -4.40993 0.0847
H -9.68119 -2.40188 -2.98007 0.0898
H -8.12889 -4.04710 0.06818 0.0877
H -7.27643 -2.64634 -0.63120 0.0793
H -6.50341 -3.62510 0.61993 0.0885